{"formula": "C3HBrN2", "method": "wB97M-V/def2-TZVPD", "gap_ha": 0.427, "mol_weight_g_mol": 144.96, "e_above_lowest_kcal_mol": 17.6, "e_tot_ev": -76147.59411, "smiles": "N#CC(Br)C#N", "total_charge": 0, "elements": ["C", "C", "C", "N", "N", "Br", "H"], "xyz": [[0.168, 0.905, -0.809], [0.250, -1.320, 0.112], [-0.167, 0.252, 0.389], [0.533, 1.496, -1.719], [0.677, -2.355, -0.065], [-1.995, 0.303, 0.823], [0.533, 0.719, 1.270]], "atomic_forces_ev_per_a": [[0.421, 1.272, -1.258], [-1.005, 5.020, 1.392], [2.806, -3.309, 2.269], [-0.040, 0.076, -0.325], [0.501, -1.799, -0.339], [-0.837, 0.229, 0.311], [-1.846, -1.489, -2.051]], "mulliken_charge": [0.04, 0.06, 0.18, -0.30, -0.29, 0.01, 0.29]}

***

{"formula": "C3HBrN2O", "method": "wB97M-V/def2-TZVPD", "gap_ha": [0.265, 0.327], "mol_weight_g_mol": 160.96, "e_above_lowest_kcal_mol": 59.7, "e_tot_ev": -78191.94487, "total_charge": 0, "elements": ["C", "C", "C", "N", "N", "O", "Br", "H"], "xyz": [[-0.532, 0.036, 0.033], [-1.627, 0.698, -0.135], [-0.288, -1.498, -0.331], [-1.732, -2.888, 0.860], [-1.383, -2.298, -0.049], [0.552, -1.819, -1.114], [-3.408, 0.328, -0.143], [0.287, 0.696, 0.126]], "atomic_forces_ev_per_a": [[0.356, -1.859, -0.626], [-1.368, -0.075, 0.467], [1.127, 3.527, -1.050], [-0.811, -1.304, 1.635], [-0.887, -0.036, -0.679], [0.367, -0.304, 0.391], [-0.296, 0.058, -0.226], [1.512, -0.007, 0.088]], "mulliken_charge": [-0.23, -0.18, 0.58, -0.30, 0.23, -0.43, -0.02, 0.35]}

***

{"formula": "C3HCl2NO", "method": "wB97M-V/def2-TZVPD", "gap_ha": [0.238, 0.240], "mol_weight_g_mol": 137.95, "e_above_lowest_kcal_mol": 107.2, "e_tot_ev": -31703.75636, "total_charge": 0, "elements": ["C", "C", "C", "N", "O", "Cl", "Cl", "H"], "xyz": [[1.541, -0.831, 1.596], [0.463, -0.719, 0.881], [-1.037, 0.569, -1.106], [2.519, -0.741, 2.251], [-0.515, -0.830, 0.166], [-1.098, 0.099, -2.764], [0.011, 1.778, -0.519], [-1.884, 0.674, -0.504]], "atomic_forces_ev_per_a": [[1.591, 0.604, 1.413], [-2.595, 0.446, -3.159], [1.596, 0.450, 0.734], [-0.357, -0.406, -0.188], [1.005, -1.010, 1.069], [0.145, 0.196, 1.124], [0.498, 0.017, -0.753], [-1.884, -0.297, -0.240]], "mulliken_charge": [0.31, 0.35, 0.12, -0.43, -0.46, -0.09, -0.10, 0.29]}

***

{"formula": "C3HCl2NO", "method": "wB97M-V/def2-TZVPD", "gap_ha": 0.380, "mol_weight_g_mol": 137.95, "e_above_lowest_kcal_mol": 12.7, "e_tot_ev": -31707.85666, "smiles": "Clc1ncoc1Cl", "total_charge": 0, "elements": ["C", "C", "C", "H", "N", "O", "Cl", "Cl"], "xyz": [[0.749, 0.592, 0.160], [-0.551, -0.588, -1.051], [0.039, -0.102, 0.993], [-1.056, -1.303, -1.819], [0.315, 0.330, -1.254], [-0.880, -0.940, 0.290], [1.685, 1.969, 0.082], [-0.301, 0.041, 2.600]], "atomic_forces_ev_per_a": [[-0.124, 1.542, -5.139], [-1.572, -2.287, -0.467], [-2.577, -1.772, 0.093], [0.850, 1.777, 1.459], [-0.291, -1.869, 2.832], [2.422, 1.714, -1.630], [1.102, 0.861, 1.430], [0.190, 0.035, 1.420]], "mulliken_charge": [0.18, 0.17, 0.37, 0.32, -0.44, -0.30, -0.15, -0.15]}

***

{"formula": "C3HCl4N", "method": "wB97M-V/def2-TZVPD", "gap_ha": 0.416, "mol_weight_g_mol": 192.86, "e_above_lowest_kcal_mol": 0.0, "e_tot_ev": -54705.69830, "smiles": "N#CC(Cl)(Cl)C(Cl)Cl", "total_charge": 0, "elements": ["C", "C", "C", "N", "Cl", "Cl", "Cl", "Cl", "H"], "xyz": [[0.406, 1.415, -0.618], [-0.839, -0.611, 0.100], [0.567, 0.238, 0.212], [0.205, 2.327, -1.273], [-0.559, -1.852, 1.267], [-0.879, -1.189, -1.599], [1.947, -0.873, -0.285], [0.938, 0.699, 1.846], [-1.786, -0.153, 0.353]], "atomic_forces_ev_per_a": [[0.565, -0.468, 0.027], [2.472, -0.160, -0.431], [-0.849, -1.055, -0.435], [-0.133, 0.646, -0.403], [-0.804, -1.470, 0.450], [-0.514, 0.110, 0.614], [-0.799, 1.005, -0.235], [-0.205, 0.629, 0.579], [0.266, 0.762, -0.166]], "mulliken_charge": [0.04, -0.07, 0.33, -0.33, -0.10, -0.10, -0.07, -0.09, 0.39]}

***

{"formula": "C3HCl4N2O3", "method": "wB97M-V/def2-TZVPD", "gap_ha": [0.158, 0.244], "mol_weight_g_mol": 254.86, "e_tot_ev": -62336.19447, "s2": 2.0090, "total_charge": -1, "multiplicity": 3, "elements": ["C", "C", "C", "N", "N", "O", "O", "O", "Cl", "Cl", "Cl", "Cl", "H"], "xyz": [[-2.957, -1.451, -0.211], [1.041, 0.008, -0.932], [1.991, 0.371, -0.054], [-1.285, 1.398, 1.053], [-0.939, 1.345, 0.008], [-3.374, -2.273, 0.504], [-2.686, -0.596, -0.908], [-1.576, 1.318, 2.177], [0.053, -1.486, -0.761], [4.043, -1.105, -0.321], [1.920, 0.170, 1.665], [2.689, 1.934, -0.370], [1.079, 0.366, -1.850]], "atomic_forces_ev_per_a": [[-1.586, -1.452, 1.545], [-4.422, -3.715, 0.566], [5.051, 1.194, 3.621], [0.521, -0.569, -0.062], [0.096, 0.908, -1.936], [0.579, -0.074, -0.145], [0.387, 1.563, -1.488], [-0.831, 0.184, 2.189], [1.594, 0.624, -0.078], [-0.022, -0.241, -0.422], [-1.131, -0.183, 0.831], [-0.076, 0.354, -0.594], [-0.162, 1.407, -4.028]], "mulliken_charge": [0.75, -0.77, 0.29, 0.86, -0.29, -0.42, -0.32, -0.59, -0.21, -0.49, -0.20, -0.23, 0.62]}

***

Repeat the third record exactly.
{"formula": "C3HCl2NO", "method": "wB97M-V/def2-TZVPD", "gap_ha": [0.238, 0.240], "mol_weight_g_mol": 137.95, "e_above_lowest_kcal_mol": 107.2, "e_tot_ev": -31703.75636, "total_charge": 0, "elements": ["C", "C", "C", "N", "O", "Cl", "Cl", "H"], "xyz": [[1.541, -0.831, 1.596], [0.463, -0.719, 0.881], [-1.037, 0.569, -1.106], [2.519, -0.741, 2.251], [-0.515, -0.830, 0.166], [-1.098, 0.099, -2.764], [0.011, 1.778, -0.519], [-1.884, 0.674, -0.504]], "atomic_forces_ev_per_a": [[1.591, 0.604, 1.413], [-2.595, 0.446, -3.159], [1.596, 0.450, 0.734], [-0.357, -0.406, -0.188], [1.005, -1.010, 1.069], [0.145, 0.196, 1.124], [0.498, 0.017, -0.753], [-1.884, -0.297, -0.240]], "mulliken_charge": [0.31, 0.35, 0.12, -0.43, -0.46, -0.09, -0.10, 0.29]}